Below is C4H7N3S as an isolated structure, with properties calculated with wB97M-V/def2-TZVPD.

highest occupied orbital energy: -8.66 eV
electronic energy: -19560.81962 eV

Each line ends with the Mulliken charge.
Atoms and positions in Å:
C: 0.09726 0.31366 0.81605  -0.065
C: 0.06465 -0.34290 -1.72177  -0.205
C: 0.71897 -1.43982 -1.40302  -0.400
C: -0.30783 1.83908 -1.03688  -0.033
H: -0.80131 -0.00290 2.86656  0.268
H: -0.38148 -1.45817 3.23487  0.303
H: -0.00378 1.31173 1.41377  0.265
H: -0.89144 -0.28017 -2.68379  0.223
H: 0.24402 -2.50710 -1.96479  0.195
H: 1.63724 -1.63988 -0.43719  0.212
H: -0.49625 2.33017 -0.13583  0.200
N: 0.12136 -0.51335 2.80784  -0.676
N: 0.21940 -0.76736 1.39983  -0.093
N: 0.14756 0.66440 -0.61369  0.093
S: -0.36835 2.49264 -2.54196  -0.286